# 1
{
  "formula": "C25H37N2O6P",
  "method": "ωB97M-V with the def2-TZVPD basis set",
  "elements": ["C", "C", "O", "P", "C", "C", "O", "O", "C", "C", "O", "O", "C", "C", "H", "H", "H", "H", "H", "H", "H", "H", "H", "H", "H", "H", "H", "H", "H", "H", "C", "N", "C", "C", "C", "C", "C", "C", "C", "C", "C", "C", "O", "N", "C", "C", "C", "C", "C", "C", "H", "H", "H", "H", "H", "H", "H", "H", "H", "H", "H", "H", "H", "H", "H", "H", "H", "H", "H", "H", "H"],
  "xyz": [[4.654, 6.037, -0.140], [3.225, 5.572, 0.008], [3.173, 4.350, 0.780], [2.268, 3.152, 0.199], [1.008, 2.850, 1.384], [-0.358, 3.033, 1.109], [-1.306, 2.370, 1.551], [-0.554, 4.067, 0.196], [-1.566, 3.716, -0.765], [-1.177, 2.549, -1.639], [1.885, 3.281, -1.232], [3.313, 1.963, 0.505], [3.097, 0.690, -0.152], [4.253, -0.227, 0.191], [4.637, 6.922, -0.780], [5.097, 6.292, 0.826], [5.258, 5.266, -0.631], [2.589, 6.326, 0.487], [2.820, 5.332, -0.985], [1.239, 2.353, 2.308], [-2.473, 3.448, -0.207], [-1.743, 4.616, -1.363], [-1.859, 2.484, -2.495], [-0.133, 2.652, -1.985], [-1.293, 1.613, -1.068], [2.139, 0.270, 0.195], [3.045, 0.875, -1.240], [4.034, -1.240, -0.158], [5.161, 0.117, -0.309], [4.405, -0.240, 1.277], [-3.654, -2.107, -0.563], [-2.574, -2.590, -1.401], [-1.262, -2.756, -1.083], [-0.694, -2.223, 0.169], [-1.560, -2.062, 1.328], [-1.376, -1.006, 2.165], [-2.296, -0.692, 3.238], [-2.154, 0.551, 3.899], [-3.014, 0.934, 4.917], [-4.075, 0.085, 5.279], [-4.260, -1.134, 4.621], [-3.375, -1.541, 3.617], [0.491, -1.783, 0.225], [-0.646, -3.194, -2.223], [0.797, -3.579, -2.389], [0.997, -4.155, -3.774], [1.144, -4.610, -1.324], [1.684, -2.354, -2.279], [-1.584, -3.302, -3.231], [-2.779, -2.947, -2.718], [-4.484, -1.869, -1.235], [-3.998, -2.867, 0.153], [-3.371, -1.200, -0.022], [-2.361, -2.788, 1.441], [-0.563, -0.287, 2.006], [-1.353, 1.202, 3.552], [-2.842, 1.875, 5.431], [-4.753, 0.380, 6.094], [-5.080, -1.800, 4.904], [-3.493, -2.510, 3.133], [0.798, -3.409, -4.556], [2.050, -4.449, -3.871], [0.386, -5.051, -3.948], [1.074, -4.184, -0.317], [0.484, -5.484, -1.417], [2.178, -4.945, -1.486], [1.671, -1.947, -1.265], [2.723, -2.631, -2.516], [1.362, -1.577, -2.985], [-1.338, -3.610, -4.229], [-3.737, -2.870, -3.206]],
  "lowdin_charge": [-0.089, -0.288, -0.220, 0.483, -0.121, -0.620, -0.041, -0.076, -0.254, -0.092, -0.297, -0.235, -0.289, -0.080, 0.070, 0.072, 0.078, 0.119, 0.096, 0.051, 0.103, 0.115, 0.065, 0.061, 0.061, 0.095, 0.112, 0.057, 0.075, 0.081, 0.008, -0.025, -0.056, -0.265, -0.053, 0.041, -0.197, -0.009, -0.052, -0.073, -0.089, -0.028, 0.044, 0.093, -0.538, -0.057, -0.010, -0.025, 0.008, 0.008, 0.104, 0.108, 0.113, 0.091, 0.138, 0.102, 0.111, 0.109, 0.102, 0.098, 0.097, 0.103, 0.095, 0.085, 0.098, 0.104, 0.053, 0.104, 0.108, 0.126, 0.138],
  "orbital_gap_ev": 3.6245,
  "largest_force_ev_per_a": 4.462,
  "homo_energy_ha": -0.206
}



# 2
{
  "formula": "C25H37N8O3P2Zn",
  "method": "ωB97M-V with the def2-TZVPD basis set",
  "elements": ["Zn", "C", "C", "C", "C", "C", "C", "N", "C", "C", "C", "C", "C", "C", "N", "N", "C", "C", "C", "C", "C", "N", "H", "H", "H", "H", "H", "H", "H", "H", "H", "H", "H", "H", "H", "C", "N", "C", "P", "O", "O", "P", "O", "N", "C", "C", "N", "C", "C", "N", "C", "C", "H", "H", "H", "H", "H", "H", "H", "H", "H", "H", "H", "H", "H", "H", "H", "H", "H", "H", "H", "H", "H", "H", "H", "H"],
  "xyz": [[-1.096, -0.330, 0.633], [1.204, -1.685, 5.733], [1.684, -1.806, 4.437], [1.079, -1.118, 3.397], [-0.012, -0.281, 3.635], [-0.500, -0.179, 4.943], [0.104, -0.873, 5.977], [-0.659, 0.349, 2.560], [-1.108, 1.598, 2.628], [-0.720, 2.572, 3.601], [-1.324, 3.791, 3.648], [-2.357, 4.167, 2.742], [-2.739, 3.304, 1.768], [-2.111, 2.035, 1.662], [-2.447, 1.077, 0.802], [-3.527, 1.004, 0.130], [-3.726, -0.284, -0.353], [-4.858, -0.514, -1.141], [-5.173, -1.804, -1.508], [-4.353, -2.848, -1.088], [-3.235, -2.545, -0.339], [-2.912, -1.302, 0.018], [1.672, -2.228, 6.542], [2.539, -2.440, 4.240], [1.453, -1.219, 2.386], [-1.377, 0.428, 5.133], [-0.295, -0.789, 6.979], [0.075, 2.330, 4.292], [-1.007, 4.508, 4.396], [-2.818, 5.141, 2.828], [-3.491, 3.554, 1.030], [-5.467, 0.336, -1.414], [-6.055, -2.005, -2.101], [-4.578, -3.877, -1.327], [-2.567, -3.328, 0.001], [-0.618, 2.865, -1.587], [0.399, 2.022, -2.222], [1.763, 2.514, -2.064], [0.041, 0.432, -2.427], [-1.032, -0.112, -1.562], [1.451, -0.365, -2.148], [1.903, -0.696, -0.623], [0.970, -0.071, 0.350], [3.416, -0.100, -0.541], [4.318, 0.037, -1.677], [4.000, 0.190, 0.767], [1.916, -2.346, -0.486], [2.764, -3.084, -1.422], [0.655, -3.030, -0.201], [-0.264, 0.171, -4.015], [0.624, 0.752, -5.016], [-0.862, -1.109, -4.395], [-0.615, 3.846, -2.065], [-0.417, 2.994, -0.519], [-1.604, 2.422, -1.709], [1.804, 3.543, -2.424], [2.459, 1.919, -2.651], [2.080, 2.499, -1.016], [3.788, -0.153, -2.607], [5.157, -0.661, -1.601], [4.723, 1.052, -1.703], [3.331, -0.135, 1.562], [4.170, 1.263, 0.876], [4.954, -0.327, 0.877], [3.717, -2.572, -1.544], [2.292, -3.200, -2.403], [2.957, -4.074, -1.009], [0.123, -2.521, 0.602], [0.878, -4.037, 0.152], [0.010, -3.099, -1.085], [0.948, 1.738, -4.692], [0.078, 0.863, -5.953], [1.501, 0.122, -5.199], [-1.492, -1.467, -3.584], [-0.102, -1.862, -4.627], [-1.486, -0.964, -5.278]],
  "lowdin_charge": [0.734, -0.092, -0.084, -0.043, -0.275, -0.035, -0.075, 0.024, -0.208, -0.018, -0.052, -0.078, -0.019, -0.219, -0.060, 0.113, -0.319, 0.005, -0.042, -0.053, -0.121, 0.051, 0.103, 0.104, 0.067, 0.118, 0.108, 0.116, 0.113, 0.106, 0.114, 0.118, 0.116, 0.109, 0.112, -0.072, -0.282, -0.087, 0.517, -0.279, -0.257, 0.501, -0.286, -0.291, -0.096, -0.058, -0.277, -0.078, -0.090, -0.290, -0.084, -0.082, 0.095, 0.087, 0.078, 0.097, 0.067, 0.091, 0.076, 0.089, 0.094, 0.069, 0.095, 0.094, 0.072, 0.093, 0.095, 0.054, 0.100, 0.092, 0.076, 0.093, 0.091, 0.072, 0.090, 0.093],
  "relative_energy_ev": 0.685,
  "orbital_gap_ev": 5.8232,
  "charge": 1,
  "largest_force_ev_per_a": 0.875,
  "homo_energy_ha": -0.344
}



# 3
{
  "formula": "C25H38BBrIrN8O",
  "method": "ωB97M-V with the def2-TZVPD basis set",
  "elements": ["Ir", "C", "C", "N", "N", "C", "B", "N", "C", "C", "C", "N", "N", "C", "C", "C", "N", "H", "H", "H", "H", "H", "H", "H", "H", "H", "H", "C", "C", "C", "C", "C", "C", "C", "Br", "C", "O", "C", "C", "C", "C", "C", "C", "H", "H", "H", "H", "H", "H", "H", "H", "H", "H", "H", "H", "H", "H", "H", "H", "H", "H", "H", "H", "N", "C", "C", "N", "H", "H", "H", "H", "H", "H", "H", "H"],
  "xyz": [[2.007, -0.304, 0.254], [3.524, 3.412, -1.494], [2.683, 2.772, -0.589], [2.938, 1.451, -0.603], [3.908, 1.228, -1.495], [4.270, 2.386, -2.035], [4.357, -0.233, -1.874], [4.836, -1.093, -0.655], [6.033, -1.668, -0.472], [5.981, -2.445, 0.661], [4.679, -2.310, 1.140], [3.998, -1.476, 0.328], [3.128, -1.007, -2.457], [2.966, -1.726, -3.566], [1.713, -2.305, -3.549], [1.147, -1.896, -2.358], [2.020, -1.108, -1.705], [3.616, 4.462, -1.711], [1.913, 3.191, 0.027], [5.036, 2.409, -2.781], [5.198, -0.188, -2.679], [6.833, -1.543, -1.188], [6.768, -3.009, 1.095], [4.183, -2.783, 1.978], [3.707, -1.795, -4.335], [1.302, -2.910, -4.329], [0.197, -2.136, -1.915], [-6.208, 1.584, 0.663], [-4.947, 2.137, 1.363], [-4.858, 3.632, 1.080], [-5.086, 1.873, 2.861], [-3.731, 1.438, 0.872], [-2.460, 1.860, 1.336], [-1.315, 1.227, 0.947], [0.352, 1.828, 1.662], [-1.355, 0.031, 0.130], [-0.297, -0.623, -0.161], [-2.662, -0.368, -0.446], [-3.767, 0.346, 0.006], [-2.783, -1.482, -1.463], [-2.068, -0.997, -2.740], [-4.262, -1.744, -1.813], [-2.193, -2.774, -0.893], [-7.101, 2.106, 0.961], [-6.374, 0.515, 0.882], [-6.156, 1.741, -0.426], [-5.788, 4.126, 1.356], [-4.732, 3.799, 0.014], [-4.078, 4.147, 1.639], [-6.037, 2.302, 3.192], [-4.316, 2.335, 3.490], [-5.133, 0.791, 3.085], [-2.399, 2.714, 2.008], [-4.706, 0.006, -0.351], [-2.696, -0.271, -3.248], [-1.880, -1.835, -3.439], [-1.130, -0.519, -2.512], [-4.809, -0.883, -2.217], [-4.798, -2.114, -0.922], [-4.323, -2.536, -2.567], [-1.167, -2.698, -0.545], [-2.258, -3.563, -1.662], [-2.760, -3.101, 0.006], [3.397, 0.798, 2.053], [3.360, -0.070, 3.241], [2.007, -0.683, 3.398], [1.577, -1.412, 2.165], [4.308, 0.731, 1.617], [3.114, 1.761, 2.249], [3.581, 0.446, 4.169], [4.137, -0.824, 3.125], [1.258, 0.092, 3.567], [2.006, -1.339, 4.278], [0.570, -1.592, 2.240], [2.032, -2.314, 2.058]],
  "lowdin_charge": [1.523, -0.007, -0.139, -0.147, -0.026, -0.042, -0.435, -0.033, -0.036, -0.018, -0.122, -0.084, -0.017, -0.016, -0.002, -0.102, -0.124, 0.116, 0.046, 0.137, 0.120, 0.141, 0.107, 0.111, 0.142, 0.115, 0.075, -0.043, -0.565, -0.025, -0.026, -0.111, -0.037, -0.478, 0.958, -0.314, -0.164, -0.024, 0.063, -0.528, -0.020, -0.047, -0.034, 0.090, 0.101, 0.103, 0.101, 0.099, 0.086, 0.102, 0.091, 0.105, 0.122, 0.080, 0.097, 0.109, 0.058, 0.097, 0.103, 0.102, 0.052, 0.107, 0.108, -0.044, -0.238, -0.241, -0.072, 0.088, 0.077, 0.132, 0.102, 0.068, 0.137, 0.106, 0.084],
  "s2": 8.7843,
  "relative_energy_ev": 0.000,
  "orbital_gap_ev": [9.3373, 6.6169],
  "charge": 2,
  "largest_force_ev_per_a": 1.569,
  "homo_energy_ha": [-0.517, -0.542],
  "spin_multiplicity": 6
}